Record 1
C15H22BN6PtSe2Te2 | ωB97M-V/def2-TZVPD

Element x y z (Å)
Pt1 0.966 -0.275 -1.968
C1 2.778 3.443 -0.202
C2 1.814 2.717 0.678
C3 1.454 2.951 2.024
C4 0.549 1.957 2.331
C5 -0.173 1.693 3.611
N1 0.399 1.190 1.224
N2 1.161 1.668 0.219
B1 -0.542 0.006 0.962
N3 -1.465 0.220 -0.282
N4 -1.077 0.123 -1.590
C6 -2.164 0.285 -2.337
C7 -2.193 0.163 -3.821
C8 -3.269 0.526 -1.514
C9 -2.788 0.467 -0.226
C10 -3.541 0.637 1.053
N5 0.181 -1.356 0.759
N6 0.701 -1.696 -0.447
C11 1.070 -2.970 -0.400
C12 1.628 -3.693 -1.578
C13 0.790 -3.472 0.879
C14 0.221 -2.424 1.575
C15 -0.296 -2.393 2.975
H1 2.787 4.512 0.019
H2 2.506 3.291 -1.247
H3 3.791 3.055 -0.076
H4 1.806 3.729 2.682
H5 0.138 2.419 4.361
H6 0.039 0.694 3.997
H7 -1.256 1.771 3.489
H8 -1.233 -0.099 1.937
H9 -1.225 -0.119 -4.227
H10 -2.495 1.104 -4.281
H11 -2.914 -0.603 -4.114
H12 -4.288 0.693 -1.822
H13 -4.588 0.837 0.827
H14 -3.149 1.468 1.640
H15 -3.485 -0.258 1.673
H16 1.618 -3.046 -2.452
H17 1.035 -4.588 -1.781
H18 2.659 -3.996 -1.392
H19 0.962 -4.472 1.239
H20 -0.113 -3.356 3.449
H21 -1.368 -2.192 3.001
H22 0.197 -1.620 3.565
Se1 1.108 0.814 -4.183
Te1 3.454 1.532 -4.680
Te2 4.463 -0.845 -3.887
Se2 3.347 -0.491 -1.664

Output
Net charge: -1
2S+1: 1
LUMO level: 0.091 Ha
Relative energy (zero: lowest compared OMol25 entry of this formula, charge and spin): 0.0 kJ/mol
Strongest force on any atom: 0.0089 Eh/bohr
HOMO-LUMO gap: 6.233 eV

Record 2
C4H4OS | ωB97M-V/def2-TZVPD

Element x y z (Å)
C1 -1.176 -0.563 -0.383
C2 -1.211 0.715 -0.197
S1 0.051 1.828 -0.016
C3 1.241 0.549 0.223
C4 1.110 -0.780 0.118
O1 -0.016 -1.462 -0.323
H1 -2.095 -1.166 -0.596
H2 -2.166 1.333 -0.276
H3 2.242 0.802 0.727
H4 2.018 -1.257 0.722

Output
2S+1: 1
LUMO level: 0.028 Ha
Relative energy (zero: lowest compared OMol25 entry of this formula, charge and spin): 227.8 kJ/mol
Strongest force on any atom: 0.0774 Eh/bohr
HOMO-LUMO gap: 8.528 eV